# 1
7
Properties=species:S:1:pos:R:3:lowdin_charge:R:1 method="wB97M-V/def2-TZVPD" gap_ha=0.381 e_homo_ev=-11.05 total_charge=0 energy_ha=-1392.95290 relative_energy_kcal_mol=33.1 lumo_energy_ev=-0.69
N -3.07 -0.30 0.29 -0.19
O -3.12 2.38 0.56 -0.32
P -2.61 1.16 0.05 0.26
Cl -0.74 1.23 -0.80 0.28
Cl 3.02 2.05 0.20 0.23
H -2.67 -1.09 -0.17 -0.02
H 3.80 1.05 0.53 -0.22


# 2
6
Properties=species:S:1:pos:R:3:lowdin_charge:R:1 method="wB97M-V/def2-TZVPD" gap_ha=0.358 e_homo_ev=-10.04 total_charge=0 energy_ha=-3103.35050 relative_energy_kcal_mol=13.3 lumo_energy_ev=-0.29
N 0.48 -0.42 -0.66 -0.32
O -1.81 -0.22 0.44 -0.58
S -0.70 0.69 -0.20 0.46
Br 0.38 1.90 1.28 0.29
H 0.24 -1.50 -0.64 0.12
H 1.41 -0.46 -0.22 0.04


# 3
91
Properties=species:S:1:pos:R:3:lowdin_spin:R:1 method="wB97M-V/def2-TZVPD" gap_ha="0.211 / 0.205" e_homo_ev="-3.17 / -3.43" total_charge=-1 energy_ha=-2932.94416 s2=0.78 relative_energy_kcal_mol=57.4 spin_multiplicity=2 lumo_energy_ev="2.57 / 2.14"
Sn -0.47 0.71 -0.91 0.06
C 0.55 4.15 -1.12 0.00
N -0.50 3.66 -0.24 0.00
C -0.27 4.15 1.11 0.00
C -1.80 4.05 -0.76 0.01
C -2.97 3.57 0.12 0.01
N -2.51 2.38 0.78 0.11
C -3.27 1.30 1.40 0.05
C -2.72 0.79 2.66 0.14
F -1.36 0.78 2.75 0.04
C -3.49 0.37 3.70 0.01
F -2.90 -0.08 4.83 -0.01
C -4.88 0.43 3.66 0.23
C -5.46 0.91 2.49 0.01
F -6.81 0.99 2.42 -0.01
C -4.72 1.32 1.41 0.14
F -5.38 1.83 0.34 0.04
H 0.60 5.25 -1.11 0.00
H 1.50 3.75 -0.79 0.00
H 0.35 3.81 -2.13 0.00
H -0.34 5.25 1.15 0.00
H -1.01 3.72 1.78 0.00
H 0.71 3.84 1.44 0.00
H -1.87 5.14 -0.89 0.00
H -1.89 3.57 -1.74 0.00
H -3.24 4.32 0.87 0.00
H -3.83 3.39 -0.53 0.00
H -5.48 0.16 4.51 0.02
C 4.72 0.32 -1.70 0.00
C 3.45 1.14 -1.54 0.00
C 2.60 1.00 -2.80 0.00
P 2.29 0.73 -0.11 0.00
C 3.07 1.54 1.40 0.00
C 4.58 1.63 1.59 0.00
C 2.39 0.90 2.60 0.00
C 2.43 -1.05 0.12 0.00
C 3.66 -1.62 0.46 0.00
C 3.85 -2.98 0.60 0.00
C 5.20 -3.55 0.92 0.00
C 2.74 -3.80 0.39 0.00
C 1.52 -3.27 0.09 0.00
C 1.29 -1.88 -0.04 0.00
N 0.06 -1.42 -0.33 0.01
C -1.03 -2.29 -0.13 0.00
C -1.78 -2.76 -1.22 0.00
C -1.39 -2.39 -2.62 0.00
C -2.89 -3.56 -1.00 0.00
C -3.30 -3.89 0.29 0.00
C -4.50 -4.76 0.52 0.00
C -2.53 -3.45 1.35 0.00
C -1.39 -2.68 1.16 0.00
C -0.55 -2.33 2.35 0.00
H 5.24 0.62 -2.61 0.00
H 4.48 -0.74 -1.77 0.00
H 5.41 0.47 -0.87 0.00
H 3.71 2.20 -1.41 0.00
H 2.21 -0.02 -2.88 0.00
H 3.19 1.21 -3.70 0.00
H 1.76 1.68 -2.78 0.00
H 2.70 2.57 1.30 0.00
H 5.03 0.66 1.77 0.00
H 4.79 2.26 2.46 0.00
H 5.06 2.09 0.72 0.00
H 2.73 -0.13 2.73 0.00
H 1.31 0.87 2.45 0.00
H 2.60 1.45 3.52 0.00
H 4.51 -0.97 0.62 0.00
H 5.89 -2.77 1.20 0.00
H 5.60 -4.07 0.05 0.00
H 5.13 -4.27 1.73 0.00
H 2.87 -4.87 0.47 0.00
H 0.68 -3.94 -0.07 0.00
H -0.31 -2.36 -2.72 0.00
H -1.78 -1.39 -2.84 0.00
H -1.81 -3.10 -3.34 0.00
H -3.47 -3.91 -1.84 0.00
H -5.08 -4.86 -0.39 0.00
H -5.13 -4.32 1.30 0.00
H -4.20 -5.75 0.86 0.00
H -2.82 -3.71 2.36 0.00
H -1.15 -2.25 3.25 0.00
H -0.02 -1.40 2.19 0.00
H 0.20 -3.11 2.50 0.00
S -3.09 0.89 -1.48 0.05
C -2.44 1.14 0.12 0.09
C -0.94 0.81 -5.75 0.00
C -0.52 1.74 -4.74 0.00
N -0.17 2.49 -3.95 0.00
H -0.50 1.08 -6.71 0.00
H -2.03 0.84 -5.82 0.00
H -0.63 -0.19 -5.46 0.00


# 4
91
Properties=species:S:1:pos:R:3:lowdin_charge:R:1 method="wB97M-V/def2-TZVPD" gap_ha=0.236 e_homo_ev=-8.66 total_charge=+1 energy_ha=-3465.62282 relative_energy_kcal_mol=77.6 lumo_energy_ev=-2.24
Lu 0.73 -0.75 0.50 1.67
C -1.48 -1.38 1.68 -0.30
C -1.01 -2.52 0.94 -0.31
C 0.46 -2.13 2.68 -0.31
C -0.61 -1.19 2.79 -0.28
C 0.23 -2.93 1.53 -0.35
C -2.75 -0.62 1.55 -0.05
H -3.14 -0.68 0.53 0.03
H -2.62 0.44 1.80 0.10
H -3.55 -1.01 2.20 0.11
C -0.90 -0.34 3.97 -0.01
H -1.92 0.07 3.92 0.08
H -0.24 0.54 4.03 0.05
H -0.78 -0.90 4.91 0.10
C 1.45 -2.45 3.74 -0.03
H 1.06 -3.24 4.40 0.10
H 1.67 -1.57 4.36 0.06
H 2.41 -2.79 3.34 0.08
C 1.10 -4.05 1.05 -0.04
H 1.01 -4.92 1.71 0.10
H 2.16 -3.75 1.07 0.08
H 0.86 -4.38 0.03 0.07
C -1.80 -3.27 -0.07 -0.03
H -1.40 -4.28 -0.22 0.08
H -1.80 -2.77 -1.05 0.04
H -2.85 -3.39 0.26 0.10
C -3.52 2.09 -1.43 -0.07
C -4.11 0.93 -1.02 -0.13
C -4.12 -0.30 -1.87 -0.19
C -3.67 -0.10 -3.34 -0.13
C -2.16 -0.25 -3.68 -0.37
C -1.49 -0.53 -2.37 -0.50
C -1.44 0.62 -1.34 -0.25
C -2.06 1.99 -1.78 -0.17
H -5.17 -0.64 -1.90 0.13
H -4.04 0.84 -3.77 0.12
H -3.66 -1.18 -1.39 0.10
H -1.92 2.13 -2.86 0.04
H -3.94 3.09 -1.29 0.11
H -4.79 0.87 -0.17 0.11
H -1.47 2.79 -1.29 0.13
H -1.99 0.27 -0.46 0.06
H -1.92 -1.45 -1.98 0.04
H -0.42 0.87 -0.95 0.04
H -4.18 -0.90 -3.90 0.12
H -2.11 -1.13 -4.33 0.10
P -0.83 0.78 -4.47 0.98
C -0.47 2.54 -4.77 -0.16
C -1.25 0.19 -6.16 -0.17
P 0.51 -1.03 -2.32 0.67
C 0.73 0.19 -3.73 -0.37
C 0.41 -2.54 -3.35 -0.22
C 2.32 -1.19 -1.78 -0.32
H 0.54 2.72 -4.37 0.06
H -1.21 3.23 -4.34 0.06
H -0.43 2.63 -5.87 0.05
H -0.94 0.97 -6.87 0.04
H -2.35 0.05 -6.26 0.08
H -0.74 -0.75 -6.38 0.07
H 2.90 -0.89 -2.67 0.04
H 2.54 -2.25 -1.56 0.05
H 2.64 -0.57 -0.91 -0.01
H 1.26 1.07 -3.32 0.06
H 1.35 -0.24 -4.55 0.08
H 0.92 -3.36 -2.83 0.04
H 0.94 -2.39 -4.31 0.05
H -0.63 -2.82 -3.56 0.05
C 2.91 2.01 5.36 -0.05
C 2.39 1.36 4.09 -0.17
C 2.68 2.06 2.76 -0.29
C 2.18 3.53 2.75 -0.16
C 0.73 3.72 3.12 -0.08
C 4.19 2.04 2.44 -0.34
O 4.92 3.01 2.55 0.12
N 4.69 0.80 2.03 0.21
C 3.97 -0.19 1.38 -0.51
O 4.41 -1.26 1.02 0.09
N 2.65 0.19 1.15 0.00
C 2.03 1.22 1.73 -0.39
O 0.77 1.29 1.41 -0.13
H 3.92 2.40 5.24 0.09
H 2.92 1.27 6.16 0.09
H 2.26 2.83 5.69 0.08
H 2.77 0.33 4.02 0.12
H 1.30 1.26 4.18 0.09
H 2.82 4.09 3.43 0.12
H 2.36 3.93 1.74 0.13
H 0.56 3.62 4.19 0.08
H 0.42 4.73 2.84 0.09
H 0.11 3.00 2.59 0.06
H 5.70 0.70 1.99 0.17


# 5
55
Properties=species:S:1:pos:R:3:lowdin_charge:R:1 method="wB97M-V/def2-TZVPD" gap_ha=0.241 e_homo_ev=-9.81 total_charge=+1 energy_ha=-3942.43942 relative_energy_kcal_mol=39.2 lumo_energy_ev=-3.27
Sr -0.23 0.06 0.18 0.92
C -2.55 -3.23 -0.49 -0.02
C -1.18 -3.18 -1.07 -0.30
C -0.67 -4.23 -1.85 0.00
C 0.60 -4.16 -2.36 -0.03
C 1.38 -3.02 -2.11 -0.12
C 0.82 -2.03 -1.34 -0.41
N -0.42 -2.11 -0.84 -0.08
Sb 2.20 -0.13 -1.18 1.45
C 2.38 0.34 1.12 -0.43
C 3.70 0.46 1.46 -0.13
C 4.00 0.75 2.80 -0.03
C 2.97 0.89 3.70 0.01
C 1.64 0.75 3.27 -0.30
C 0.48 0.89 4.19 -0.02
N 1.38 0.48 1.99 -0.07
C 0.64 1.36 -2.12 -0.41
C 1.12 1.95 -3.27 -0.12
C 0.24 2.78 -3.98 -0.03
C -1.04 2.96 -3.52 0.00
C -1.46 2.33 -2.34 -0.30
C -2.84 2.51 -1.80 -0.02
N -0.61 1.55 -1.67 -0.08
H -3.06 -4.14 -0.76 0.09
H -2.50 -3.15 0.60 0.09
H -3.14 -2.37 -0.82 0.09
H -1.30 -5.10 -2.03 0.12
H 1.00 -4.97 -2.96 0.12
H 2.38 -2.95 -2.51 0.09
H 4.50 0.35 0.74 0.09
H 5.03 0.85 3.11 0.12
H 3.16 1.11 4.74 0.12
H 0.80 1.10 5.21 0.09
H -0.18 1.69 3.85 0.09
H -0.12 -0.02 4.19 0.09
H 2.13 1.80 -3.62 0.09
H 0.58 3.27 -4.89 0.12
H -1.74 3.59 -4.05 0.12
H -3.43 3.16 -2.44 0.09
H -3.34 1.54 -1.71 0.08
H -2.81 2.92 -0.79 0.08
C -5.58 1.73 1.74 -0.23
Si -4.51 0.44 2.61 0.08
C -4.19 0.96 4.39 -0.23
C -5.37 -1.23 2.57 -0.23
Se -2.54 0.28 1.52 0.13
H -6.54 1.86 2.24 0.03
H -5.77 1.44 0.71 0.02
H -5.08 2.70 1.72 0.02
H -5.12 1.07 4.95 0.03
H -3.67 1.92 4.42 0.02
H -3.57 0.23 4.90 0.02
H -6.32 -1.21 3.10 0.03
H -4.74 -2.00 3.03 0.02
H -5.57 -1.54 1.54 0.02